{
  "formula": "C26H21N4O9V",
  "method": "the ωB97M-V functional and the def2-TZVPD basis",
  "elements": ["V", "O", "O", "O", "O", "O", "O", "O", "O", "O", "N", "N", "N", "N", "C", "C", "C", "C", "C", "C", "C", "C", "C", "C", "C", "C", "C", "C", "C", "C", "C", "C", "C", "C", "C", "C", "C", "C", "C", "C", "H", "H", "H", "H", "H", "H", "H", "H", "H", "H", "H", "H", "H", "H", "H", "H", "H", "H", "H", "H", "H"],
  "xyz": [[-0.15402, -0.39637, -0.81470], [3.19826, 2.05849, -1.74676], [0.82830, -6.18142, 3.46564], [1.01415, 3.02448, 0.33073], [-1.74112, -1.35013, -1.16576], [-1.28071, 1.63218, -0.15510], [1.30892, 0.88726, -1.67195], [-1.08511, -0.96511, 2.79032], [1.66492, 0.04744, 0.74103], [-2.52055, 0.09971, 4.12371], [0.70146, -2.23999, -0.99629], [0.00492, 1.45390, 1.82790], [-0.85014, -6.62169, -2.64699], [-0.40514, -7.42995, -1.82707], [0.41722, 2.85266, 1.57523], [2.33457, 1.26746, -1.13098], [1.44391, -7.23611, 1.36190], [2.72524, 0.80990, 0.24354], [-0.65142, -6.08051, 1.66150], [-2.27129, -4.69605, -2.49927], [-0.99580, -6.34075, 0.35301], [0.05671, -4.45608, -1.82426], [-0.24728, -3.12874, -1.45413], [-1.55569, -2.61600, -1.55106], [0.57622, -6.50969, 2.16656], [-0.32902, 3.68448, 3.72460], [1.10199, 0.38080, 2.05117], [2.33952, -3.97796, -1.17228], [2.10960, -6.47560, 3.97262], [-2.56304, -3.39264, -2.11613], [1.41416, -4.87291, -1.70062], [1.97361, -2.69669, -0.82190], [-0.66077, 0.91105, 0.59822], [-1.57726, 0.13852, 3.35393], [-1.01022, -5.23808, -2.29531], [-0.97630, 2.47757, 3.88597], [0.33523, 3.83509, 2.48762], [-0.11641, -7.04752, -0.46966], [-0.93360, 1.41802, 3.00489], [1.07448, -7.51707, 0.05188], [-0.38858, 4.48400, 4.44363], [2.94628, 1.69446, 0.84480], [2.89277, -6.00850, 3.36866], [2.28518, -7.55539, 4.01780], [2.66558, -2.00052, -0.36842], [-0.11296, -0.71792, 2.48769], [3.36812, -4.28398, -1.02998], [2.39188, -7.59310, 1.73585], [2.83753, 2.26664, -2.62182], [-3.55248, -2.97303, -2.23033], [-1.94006, -5.98048, -0.02780], [1.71549, -5.86713, -1.99859], [-3.03374, -5.33150, -2.93270], [-1.59149, 2.27675, 4.75459], [0.78366, 4.77679, 2.19046], [0.29452, 3.17514, -0.29727], [1.72541, -8.09958, -0.58776], [1.87880, 0.89803, 2.62733], [3.64293, 0.21278, 0.15238], [-1.31023, -5.51665, 2.30691], [2.13857, -6.06547, 4.97893]],
  "forces_ev_per_a": [[0.791, -0.512, 1.073], [-0.078, -0.062, 0.085], [-0.030, 0.006, -0.037], [0.019, 0.109, -0.061], [0.198, 0.068, -0.304], [-0.012, 0.337, 0.084], [-0.102, 0.054, -0.602], [0.204, 0.027, -0.025], [0.151, -0.038, -0.069], [0.035, -0.051, 0.065], [-0.228, 0.444, -0.191], [0.125, -0.030, 0.078], [-0.252, 0.376, -0.226], [0.205, -0.320, 0.288], [0.008, 0.016, 0.074], [0.078, -0.117, 0.153], [-0.036, 0.012, 0.038], [0.098, 0.188, -0.207], [0.026, -0.004, -0.017], [-0.001, 0.126, -0.023], [0.044, -0.070, 0.056], [0.180, 0.135, 0.090], [-0.012, -0.112, -0.036], [-0.093, 0.218, -0.180], [0.034, 0.019, 0.048], [-0.038, -0.082, 0.024], [-0.010, -0.017, 0.146], [-0.024, -0.066, -0.032], [0.004, -0.020, 0.010], [0.049, -0.226, 0.130], [0.038, 0.136, -0.038], [-0.113, 0.059, 0.090], [-0.705, -0.213, -0.306], [-0.133, 0.112, -0.145], [-0.156, -0.241, -0.210], [-0.058, 0.000, 0.089], [0.077, 0.006, -0.130], [0.008, -0.180, 0.048], [0.078, -0.120, 0.037], [-0.087, -0.021, 0.049], [-0.008, 0.025, 0.029], [-0.019, -0.080, 0.033], [0.003, 0.003, 0.001], [0.010, 0.009, -0.001], [0.038, -0.034, -0.040], [-0.139, 0.058, 0.104], [0.014, 0.010, 0.008], [0.018, -0.004, 0.012], [-0.004, 0.012, -0.032], [-0.021, 0.011, -0.015], [-0.026, -0.002, -0.034], [-0.006, 0.088, -0.021], [-0.024, 0.006, 0.007], [0.000, 0.031, 0.018], [-0.005, 0.025, 0.011], [-0.001, -0.043, 0.002], [0.022, -0.011, -0.006], [-0.061, -0.026, -0.036], [-0.068, -0.035, 0.018], [-0.013, 0.016, 0.031], [0.006, -0.005, -0.007]],
  "s2": 3.82,
  "homo_energy_ev": [-2.79, -3.48],
  "spin_multiplicity": 4,
  "gap_ev": [4.640, 5.310],
  "charge": -1
}

***

{
  "formula": "C4H7NO3",
  "method": "the ωB97M-V functional and the def2-TZVPD basis",
  "elements": ["O", "O", "O", "N", "C", "C", "C", "C", "H", "H", "H", "H", "H", "H", "H"],
  "xyz": [[-3.36236, 0.78442, -1.66230], [-0.42916, -2.12028, 0.53183], [-1.68329, 2.04593, -0.74613], [-2.08834, 0.91775, -1.47063], [2.47587, -0.56863, 1.72520], [1.19659, -0.37166, 0.94370], [0.39790, -1.32855, 0.67161], [-1.15823, 0.10772, -1.92505], [2.29376, -0.17732, 2.66369], [-0.17664, 0.19192, -1.55571], [-1.55121, -0.76991, -2.19069], [0.90698, 0.54766, 0.36208], [3.33202, -0.09031, 1.20209], [2.44118, -1.60622, 1.99065], [-2.59507, 2.43746, -0.54033]],
  "forces_ev_per_a": [[2.791, 0.726, 0.728], [-0.563, -1.014, -0.452], [-1.905, -0.046, -0.184], [-1.376, -0.865, -0.990], [-0.885, 0.224, -1.650], [1.122, 2.516, -1.157], [-1.316, -0.760, 0.258], [-0.805, 3.423, 2.297], [0.179, 1.630, 1.980], [0.950, 0.491, 0.033], [-1.216, -3.156, -1.625], [0.555, -0.724, 0.964], [-0.315, -0.971, 0.622], [1.231, -0.886, -0.483], [1.553, -0.587, -0.342]],
  "homo_energy_ev": -9.07,
  "spin_multiplicity": 1,
  "gap_ev": 9.625,
  "charge": 0,
  "smiles": "C=[N+]([O-])O.CC=C=O"
}

***

{
  "formula": "C6H6O2Sn",
  "method": "the ωB97M-V functional and the def2-TZVPD basis",
  "elements": ["Sn", "O", "O", "C", "C", "C", "C", "C", "C", "H", "H", "H", "H", "H", "H"],
  "xyz": [[-4.32188, 6.98619, 2.25732], [-1.01955, 1.82499, 0.30006], [1.62794, -2.71022, -0.94233], [0.99798, -1.54856, -0.57452], [1.42735, -0.36543, -1.10986], [0.73979, 0.77378, -0.78511], [-0.71856, -0.45787, 0.73388], [-0.33620, 0.72082, 0.06338], [-0.03980, -1.61504, 0.36673], [1.02060, 1.71142, -1.24162], [-0.29187, -2.59564, 0.74258], [2.33939, -0.27704, -1.68148], [-1.42122, -0.62504, 1.53683], [1.18986, -3.56368, -0.90631], [-1.19382, 1.74131, 1.24040]],
  "forces_ev_per_a": [[-0.027, 0.058, -0.003], [0.299, 0.809, 0.404], [0.359, 2.535, -0.356], [0.316, -4.229, -0.071], [0.938, 1.839, -0.225], [1.107, -0.220, -1.641], [1.514, -2.741, -0.311], [-1.107, -0.335, 0.924], [-1.003, 0.981, 0.256], [-0.034, 0.129, 0.148], [-0.125, 0.085, 0.299], [-0.110, -0.344, -0.294], [-0.474, 0.851, -0.136], [-0.662, 0.011, 0.572], [-0.991, 0.569, 0.433]],
  "homo_energy_ev": -13.19,
  "spin_multiplicity": 1,
  "gap_ev": 1.668,
  "charge": 2
}

***

{
  "formula": "C2HBrCl3O2P",
  "method": "the ωB97M-V functional and the def2-TZVPD basis",
  "elements": ["Br", "Cl", "Cl", "Cl", "P", "O", "O", "C", "C", "H"],
  "xyz": [[0.89292, -0.64554, 2.52769], [0.37116, 3.21740, -0.27192], [-2.71526, -0.54891, 0.83081], [-1.19674, -1.48005, -1.89149], [-0.81181, -0.87509, -0.02121], [1.52888, 1.00041, -1.00389], [-0.58014, 0.92167, -0.25986], [0.84512, -0.96213, 0.48385], [0.54184, 1.40755, -0.62222], [1.12403, -2.03531, 0.22824]],
  "forces_ev_per_a": [[0.080, -0.276, -2.007], [0.163, -0.308, -0.217], [1.350, -0.420, -0.455], [0.292, -0.018, 0.476], [0.409, 3.997, -0.179], [3.989, -1.793, -2.177], [-3.422, -2.606, 0.343], [-0.950, -3.537, 1.836], [-2.310, 3.925, 1.661], [0.398, 1.036, 0.719]],
  "homo_energy_ev": [-9.46, -9.46],
  "spin_multiplicity": 1,
  "gap_ev": [7.832, 7.834],
  "charge": 0,
  "smiles": "O=C(Cl)OP(Cl)(Cl)=CBr"
}

***

{
  "formula": "C16H40BrN2O2",
  "method": "the ωB97M-V functional and the def2-TZVPD basis",
  "elements": ["Br", "O", "O", "N", "N", "C", "C", "C", "C", "C", "C", "C", "C", "C", "C", "C", "C", "C", "C", "C", "C", "H", "H", "H", "H", "H", "H", "H", "H", "H", "H", "H", "H", "H", "H", "H", "H", "H", "H", "H", "H", "H", "H", "H", "H", "H", "H", "H", "H", "H", "H", "H", "H", "H", "H", "H", "H", "H", "H", "H", "H"],
  "xyz": [[-0.82386, 0.05324, 2.50987], [0.40725, -2.25039, -1.42816], [2.50516, 2.24741, 1.12475], [0.54118, 3.97245, 3.73069], [-0.85065, -3.63598, -3.82322], [-2.32982, -5.38781, -2.68326], [1.13441, 5.33533, 3.69735], [-0.81155, 3.92507, 3.07837], [0.48859, -2.93994, -3.69138], [-1.91228, 4.60491, 3.86420], [-0.13668, 2.22392, 5.45105], [2.55425, 2.17841, -0.27441], [0.57218, -1.78956, -2.71849], [-1.26415, -4.32641, -2.52936], [1.45380, 2.99511, 3.05888], [0.42093, -5.54068, -4.91049], [0.43396, 3.58202, 5.19072], [0.62488, -1.22320, -0.44188], [1.52737, 3.15498, 1.55722], [-1.91359, -2.64560, -4.19079], [-0.76060, -4.59966, -4.96850], [-2.14109, -2.02908, -3.32899], [-2.02348, -6.23193, -3.30605], [2.71461, 3.17189, -0.71204], [1.23530, -3.69721, -3.47317], [0.34217, -1.60626, 0.52816], [-1.14782, 2.09414, 5.06928], [-0.70522, 4.39789, 2.10442], [1.77565, 4.17131, 1.21033], [-1.61693, 5.55486, 4.31815], [-2.32400, 3.98460, 4.65895], [1.62658, 1.74643, -0.66985], [1.31593, 5.62978, 2.67099], [1.51146, -1.23715, -2.85649], [-1.68966, -5.15563, -5.02307], [1.43243, 3.71004, 5.60847], [-1.54724, -2.01289, -4.99491], [0.55287, 2.89660, 1.12057], [0.46234, 6.02593, 4.19918], [2.43626, 2.98976, 3.52971], [-1.04727, 2.86572, 2.92621], [-2.73853, 4.84897, 3.19789], [-0.73538, -3.97992, -5.86750], [-2.79524, -3.19858, -4.49714], [0.69826, -2.56747, -4.69747], [-0.37571, -4.75899, -2.07554], [2.06785, 5.31500, 4.25399], [0.23569, -6.45230, -5.47427], [-0.19964, -1.03554, -2.95915], [1.01015, 2.01869, 3.24250], [-0.10289, 1.99843, 6.51757], [-2.49989, -5.87239, -1.72077], [3.38899, 1.54122, -0.55685], [0.40947, 1.38568, 5.01133], [0.61439, -5.88402, -3.88649], [0.02242, -0.35131, -0.71668], [-3.28150, -4.99309, -3.03732], [-1.58963, -3.53795, -1.86430], [-0.19089, 4.34262, 5.65832], [1.67442, -0.90805, -0.46471], [1.36399, -5.11342, -5.24641]],
  "forces_ev_per_a": [[0.092, 0.403, -0.023], [0.179, -0.261, 0.592], [0.150, 0.124, 0.303], [0.442, -0.049, 0.567], [-0.277, 0.153, 0.222], [-0.073, -0.484, -0.083], [-0.090, 0.035, 0.168], [-0.413, -0.076, -0.158], [0.245, 0.149, -0.494], [-0.251, 0.381, 0.290], [0.055, -1.140, -0.053], [-0.022, -0.049, -0.299], [-0.693, 0.550, -0.174], [0.179, -0.340, 0.257], [-0.280, -0.617, -0.113], [0.436, -0.442, 0.699], [0.007, 0.365, 0.272], [0.088, 0.153, -0.753], [-0.139, -0.009, -0.355], [0.148, 0.012, 0.221], [0.218, -0.045, -0.717], [-0.044, 0.010, 0.069], [0.010, 0.228, -0.155], [-0.051, -0.036, -0.037], [-0.093, -0.051, 0.240], [-0.069, 0.076, 0.067], [-0.076, 0.119, 0.192], [0.097, 0.004, -0.010], [0.088, -0.023, 0.163], [0.071, -0.039, -0.113], [0.103, -0.091, -0.039], [0.011, 0.093, -0.038], [-0.066, 0.098, -0.032], [0.235, -0.372, -0.100], [-0.089, 0.086, 0.174], [0.068, -0.168, -0.086], [-0.040, -0.089, -0.107], [0.083, -0.103, 0.015], [-0.038, 0.060, -0.152], [0.016, 0.439, -0.002], [0.089, 0.009, -0.090], [0.047, -0.133, -0.107], [0.138, -0.035, 0.025], [-0.060, 0.058, -0.052], [0.028, 0.040, 0.039], [0.141, 0.095, -0.153], [0.076, -0.048, -0.101], [-0.121, 0.144, -0.223], [0.019, -0.054, -0.005], [-0.009, -0.191, -0.174], [-0.241, 0.370, 0.081], [-0.055, 0.411, 0.176], [0.025, -0.032, 0.089], [0.130, 0.276, -0.159], [-0.183, 0.029, -0.074], [-0.160, -0.057, 0.350], [-0.014, -0.060, -0.012], [0.035, 0.118, 0.094], [0.031, 0.052, -0.057], [0.013, -0.166, 0.141], [-0.147, 0.118, -0.205]],
  "homo_energy_ev": -9.14,
  "spin_multiplicity": 1,
  "gap_ev": 7.189,
  "charge": 1
}

***

{
  "formula": "NO6S",
  "method": "the ωB97M-V functional and the def2-TZVPD basis",
  "elements": ["S", "O", "O", "O", "O", "O", "O", "N"],
  "xyz": [[1.06121, 0.14635, -0.19308], [-1.68760, 0.82952, -0.10108], [-0.30994, -0.75943, -0.69730], [0.86982, 1.35034, -0.89681], [-1.63850, -0.97589, 0.99747], [2.33610, -0.60564, -0.45659], [0.61357, 0.22491, 1.19853], [-1.24467, -0.21015, 0.14886]],
  "forces_ev_per_a": [[2.888, -1.551, 2.289], [-1.060, 3.065, -1.021], [1.106, -0.488, -0.985], [0.526, 1.660, -1.584], [-0.142, -0.253, 0.012], [-3.483, 1.153, 0.242], [2.117, 0.108, -0.174], [-1.952, -3.693, 1.221]],
  "homo_energy_ev": -5.98,
  "spin_multiplicity": 1,
  "gap_ev": 10.033,
  "charge": -1
}

***

Number 1: electronic energy -2843.4615 a.u.. Number 2: electronic energy -436.8962 a.u.. Number 3: electronic energy -596.1884 a.u.. Number 4: electronic energy -4523.1899 a.u.. Number 5: electronic energy -3467.3427 a.u.. Number 6: electronic energy -904.3194 a.u..